Formula: C24H30N2O4
Source: the OMol25 dataset
Level of theory: ωB97M-V/def2-TZVPD

Results
**Energy relative to the best compared isomer or geometry (same formula, charge and spin)**: 40.2 kcal/mol
**Structure (SMILES)**: CC[C@H](Oc1ccccc1)C(=O)N1CCN(C(=O)[C@@H](CC)Oc2ccccc2)CC1
**Kohn-Sham gap**: 0.3452 hartree

Atoms and positions in Å:
C (-3.94, -2.61, 2.74)
C (-3.96, -2.22, 1.27)
C (-3.76, -0.70, 1.09)
O (-4.11, -0.39, -0.25)
C (-4.14, 0.92, -0.64)
C (-3.83, 2.01, 0.17)
C (-3.90, 3.29, -0.35)
C (-4.27, 3.50, -1.66)
C (-4.58, 2.42, -2.47)
C (-4.51, 1.14, -1.97)
C (-2.34, -0.29, 1.50)
O (-2.16, 0.14, 2.63)
N (-1.33, -0.43, 0.62)
C (-1.35, -1.06, -0.68)
C (-0.41, -2.27, -0.68)
N (0.92, -1.85, -0.29)
C (1.89, -1.81, -1.24)
O (1.74, -2.33, -2.32)
C (3.22, -1.14, -0.83)
C (4.22, -1.17, -2.00)
C (3.81, -0.23, -3.13)
O (2.90, 0.18, -0.43)
C (3.79, 0.90, 0.33)
C (3.41, 2.22, 0.58)
C (4.20, 3.03, 1.36)
C (5.39, 2.55, 1.89)
C (5.76, 1.25, 1.65)
C (4.97, 0.41, 0.87)
C (0.92, -1.26, 1.02)
C (0.00, -0.03, 1.03)
H (-3.02, -2.28, 3.22)
H (-4.77, -2.15, 3.27)
H (-4.02, -3.69, 2.84)
H (-3.18, -2.76, 0.73)
H (-4.92, -2.48, 0.82)
H (-4.44, -0.18, 1.78)
H (-3.54, 1.87, 1.20)
H (-3.66, 4.13, 0.29)
H (-4.32, 4.51, -2.06)
H (-4.87, 2.57, -3.50)
H (-4.75, 0.28, -2.58)
H (-1.00, -0.33, -1.42)
H (-2.36, -1.37, -0.95)
H (-0.77, -3.03, 0.02)
H (-0.35, -2.70, -1.68)
H (3.62, -1.72, 0.01)
H (4.27, -2.19, -2.37)
H (5.20, -0.88, -1.62)
H (4.57, -0.24, -3.91)
H (3.71, 0.79, -2.76)
H (2.87, -0.55, -3.55)
H (2.48, 2.58, 0.16)
H (3.90, 4.05, 1.54)
H (6.01, 3.19, 2.50)
H (6.68, 0.86, 2.06)
H (5.30, -0.60, 0.69)
H (0.54, -2.00, 1.73)
H (1.93, -0.97, 1.33)
H (0.39, 0.71, 0.32)
H (-0.06, 0.40, 2.02)

=====

Formula: C24H30N2O6
Source: the OMol25 dataset
Level of theory: ωB97M-V/def2-TZVPD

Results
**Energy relative to the best compared isomer or geometry (same formula, charge and spin)**: 78.3 kcal/mol
**Structure (SMILES)**: CCN(CC)CCCN1C(=O)C(O)=C(C(=O)c2ccco2)[C@H]1c1cc(OC)ccc1OC
**Kohn-Sham gap**: 0.2871 hartree

Atoms and positions in Å:
C (1.03, 4.86, 2.56)
C (0.94, 3.45, 3.16)
N (1.76, 2.44, 2.51)
C (3.18, 2.53, 2.79)
C (3.56, 1.63, 3.97)
C (1.41, 2.16, 1.14)
C (1.56, 0.66, 0.86)
C (0.57, -0.15, 1.69)
N (-0.77, -0.14, 1.16)
C (-1.76, 0.68, 1.54)
O (-1.75, 1.59, 2.36)
C (-2.96, 0.29, 0.76)
O (-4.08, 0.98, 0.94)
C (-2.67, -0.77, -0.03)
C (-3.54, -1.37, -1.04)
O (-4.56, -0.83, -1.43)
C (-3.12, -2.65, -1.62)
C (-3.60, -3.25, -2.76)
C (-2.88, -4.46, -2.90)
C (-2.04, -4.51, -1.84)
O (-2.17, -3.44, -1.06)
C (-1.22, -1.14, 0.20)
C (-0.42, -1.13, -1.09)
C (-0.71, -0.21, -2.08)
C (-0.01, -0.21, -3.28)
O (-0.24, 0.64, -4.32)
C (-1.30, 1.56, -4.20)
C (1.00, -1.15, -3.46)
C (1.31, -2.06, -2.47)
C (0.61, -2.06, -1.27)
O (0.84, -2.93, -0.24)
C (1.82, -3.93, -0.41)
H (0.68, 4.85, 1.52)
H (0.40, 5.54, 3.12)
H (2.05, 5.23, 2.58)
H (1.24, 3.49, 4.21)
H (-0.09, 3.10, 3.12)
H (3.48, 3.56, 3.03)
H (3.74, 2.22, 1.91)
H (3.30, 0.60, 3.75)
H (3.01, 1.93, 4.86)
H (4.62, 1.70, 4.17)
H (2.03, 2.72, 0.42)
H (0.37, 2.44, 0.98)
H (1.41, 0.46, -0.21)
H (2.57, 0.34, 1.12)
H (0.89, -1.20, 1.76)
H (0.53, 0.29, 2.69)
H (-3.90, 1.65, 1.62)
H (-4.36, -2.86, -3.41)
H (-2.99, -5.19, -3.68)
H (-1.32, -5.25, -1.53)
H (-1.13, -2.13, 0.65)
H (-1.51, 0.50, -1.90)
H (-1.33, 2.10, -5.15)
H (-1.12, 2.28, -3.39)
H (-2.26, 1.06, -4.04)
H (1.55, -1.15, -4.39)
H (2.10, -2.77, -2.65)
H (1.81, -4.51, 0.51)
H (1.59, -4.57, -1.26)
H (2.82, -3.49, -0.54)

=====

Formula: C24H30N4O3
Source: the OMol25 dataset
Level of theory: ωB97M-V/def2-TZVPD

Results
**Energy relative to the best compared isomer or geometry (same formula, charge and spin)**: 0.0 kcal/mol
**Structure (SMILES)**: CCN(CCCNC(=O)CCCCn1c(=O)[nH]c2ccccc2c1=O)c1ccccc1
**Kohn-Sham gap**: 0.2876 hartree

Atoms and positions in Å:
C (-1.16, -1.47, 3.01)
C (-0.87, -0.43, 1.92)
N (-1.04, -0.96, 0.59)
C (0.16, -1.21, -0.17)
C (0.94, -2.47, 0.20)
C (2.08, -2.72, -0.80)
N (2.94, -1.57, -0.97)
C (4.06, -1.39, -0.23)
O (4.41, -2.18, 0.63)
C (4.83, -0.12, -0.55)
C (4.67, 0.91, 0.57)
C (3.23, 1.38, 0.74)
C (2.78, 2.32, -0.39)
N (1.35, 2.20, -0.66)
C (0.97, 1.43, -1.74)
O (1.76, 0.83, -2.44)
N (-0.38, 1.38, -1.99)
C (-1.35, 1.89, -1.16)
C (-2.70, 1.69, -1.41)
C (-3.64, 2.21, -0.54)
C (-3.24, 2.94, 0.58)
C (-1.90, 3.14, 0.83)
C (-0.94, 2.62, -0.04)
C (0.48, 2.82, 0.24)
O (0.92, 3.46, 1.17)
C (-2.28, -1.30, 0.11)
C (-2.44, -2.11, -1.03)
C (-3.69, -2.39, -1.54)
C (-4.83, -1.88, -0.95)
C (-4.70, -1.10, 0.19)
C (-3.45, -0.82, 0.71)
H (-0.48, -2.31, 2.92)
H (-2.18, -1.83, 2.93)
H (-1.03, -1.02, 3.99)
H (0.16, -0.09, 2.02)
H (-1.51, 0.44, 2.06)
H (-0.09, -1.24, -1.23)
H (0.82, -0.35, -0.02)
H (1.37, -2.37, 1.20)
H (0.28, -3.34, 0.20)
H (2.70, -3.54, -0.44)
H (1.67, -2.98, -1.78)
H (2.66, -0.86, -1.63)
H (4.50, 0.29, -1.51)
H (5.89, -0.39, -0.63)
H (5.32, 1.76, 0.39)
H (4.99, 0.43, 1.51)
H (3.11, 1.90, 1.69)
H (2.58, 0.51, 0.77)
H (3.29, 2.07, -1.33)
H (2.98, 3.35, -0.13)
H (-0.66, 0.82, -2.79)
H (-3.01, 1.11, -2.27)
H (-4.69, 2.05, -0.73)
H (-3.99, 3.34, 1.25)
H (-1.56, 3.70, 1.69)
H (-1.58, -2.55, -1.51)
H (-3.77, -3.01, -2.42)
H (-5.81, -2.10, -1.35)
H (-5.58, -0.71, 0.68)
H (-3.40, -0.20, 1.59)

=====

Formula: C24H30N4O5
Source: the OMol25 dataset
Level of theory: ωB97M-V/def2-TZVPD

Results
**Energy relative to the best compared isomer or geometry (same formula, charge and spin)**: 1.7 kcal/mol
**Structure (SMILES)**: CCOC(=O)N1CCN(C(=O)c2ccc3c(=O)n(CCC4=CCCCC4)c(=O)[nH]c3c2)CC1
**Kohn-Sham gap**: 0.3311 hartree

Atoms and positions in Å:
C (5.54, 2.72, 0.70)
C (5.29, 2.43, -0.78)
O (5.14, 1.02, -0.97)
C (3.91, 0.58, -1.28)
O (2.96, 1.29, -1.54)
N (3.87, -0.79, -1.35)
C (2.57, -1.42, -1.36)
C (2.29, -2.04, 0.04)
N (3.11, -1.36, 1.01)
C (2.72, -0.22, 1.64)
O (3.49, 0.51, 2.24)
C (1.25, 0.07, 1.60)
C (0.37, -0.58, 2.48)
C (-0.97, -0.27, 2.46)
C (-1.46, 0.68, 1.56)
C (-2.90, 0.97, 1.51)
O (-3.71, 0.47, 2.26)
N (-3.28, 1.87, 0.52)
C (-4.70, 2.06, 0.28)
C (-5.15, 1.27, -0.96)
C (-4.66, -0.16, -0.88)
C (-5.23, -1.05, -0.09)
C (-4.74, -2.45, 0.11)
C (-3.71, -2.85, -0.95)
C (-2.72, -1.71, -1.16)
C (-3.45, -0.49, -1.71)
C (-2.42, 2.55, -0.32)
O (-2.81, 3.36, -1.14)
N (-1.09, 2.27, -0.18)
C (-0.58, 1.34, 0.69)
C (0.78, 1.03, 0.72)
C (4.53, -1.61, 0.85)
C (4.87, -1.58, -0.66)
H (6.48, 2.28, 1.02)
H (5.58, 3.80, 0.85)
H (4.74, 2.31, 1.30)
H (4.39, 2.94, -1.13)
H (6.15, 2.74, -1.39)
H (2.55, -2.19, -2.13)
H (1.83, -0.65, -1.60)
H (1.24, -1.95, 0.30)
H (2.56, -3.09, 0.05)
H (0.76, -1.31, 3.17)
H (-1.67, -0.75, 3.12)
H (-4.89, 3.12, 0.14)
H (-5.22, 1.70, 1.17)
H (-4.76, 1.75, -1.85)
H (-6.24, 1.30, -0.99)
H (-6.09, -0.77, 0.51)
H (-4.29, -2.51, 1.10)
H (-5.58, -3.14, 0.10)
H (-4.22, -3.05, -1.89)
H (-3.19, -3.76, -0.64)
H (-2.26, -1.46, -0.20)
H (-1.92, -2.02, -1.84)
H (-3.78, -0.70, -2.74)
H (-2.77, 0.36, -1.76)
H (-0.45, 2.75, -0.80)
H (1.45, 1.53, 0.04)
H (5.06, -0.83, 1.39)
H (4.78, -2.59, 1.28)
H (4.84, -2.58, -1.10)
H (5.85, -1.15, -0.83)

=====

Formula: C24H30N4OS4SeSiZr
Source: the OMol25 dataset
Level of theory: ωB97M-V/def2-TZVPD

Results
**Energy relative to the best compared isomer or geometry (same formula, charge and spin)**: 3.2 kcal/mol
**Total charge**: +2
**Kohn-Sham gap**: 0.2591 hartree

Atoms and positions in Å:
Zr (1.57, 2.05, 0.37)
S (-0.82, 1.14, 0.77)
C (-0.64, -0.38, 0.01)
N (-1.49, -0.88, -0.83)
C (-1.34, -2.26, -1.29)
C (-0.87, -3.11, -0.15)
N (0.38, -2.53, 0.38)
C (1.42, -3.51, 0.77)
C (1.93, -4.24, -0.45)
C (1.92, -5.63, -0.49)
C (2.40, -6.30, -1.60)
C (2.87, -5.59, -2.69)
C (2.87, -4.20, -2.66)
C (2.41, -3.53, -1.55)
C (0.55, -1.24, 0.42)
S (1.99, -0.51, 0.93)
C (-2.67, -0.15, -1.35)
C (-3.94, -0.75, -0.80)
C (-4.20, -0.70, 0.57)
C (-5.36, -1.26, 1.07)
C (-6.27, -1.88, 0.22)
C (-6.01, -1.92, -1.15)
C (-4.85, -1.36, -1.65)
H (-0.65, -2.29, -2.13)
H (-2.32, -2.60, -1.63)
H (-0.64, -4.12, -0.49)
H (-1.60, -3.16, 0.66)
H (0.94, -4.21, 1.46)
H (2.20, -2.99, 1.30)
H (1.55, -6.19, 0.36)
H (2.39, -7.39, -1.62)
H (3.24, -6.11, -3.56)
H (3.25, -3.64, -3.51)
H (2.42, -2.44, -1.52)
H (-2.63, -0.26, -2.44)
H (-2.56, 0.90, -1.09)
H (-3.51, -0.20, 1.24)
H (-5.56, -1.22, 2.13)
H (-7.17, -2.31, 0.61)
H (-6.72, -2.39, -1.81)
H (-4.66, -1.39, -2.72)
O (1.11, 1.06, -1.92)
S (0.96, 2.47, -2.38)
N (1.14, 3.44, -1.27)
C (-0.76, 4.71, 4.16)
Si (0.06, 5.12, 2.55)
C (-1.08, 4.98, 1.09)
C (1.05, 6.68, 2.57)
Se (1.73, 3.41, 2.37)
H (-1.53, 5.46, 4.36)
H (-0.05, 4.73, 4.99)
H (-1.25, 3.73, 4.13)
H (-1.81, 5.79, 1.15)
H (-1.63, 4.04, 1.09)
H (-0.54, 5.08, 0.14)
H (0.36, 7.52, 2.72)
H (1.58, 6.85, 1.63)
H (1.77, 6.70, 3.39)
S (6.17, 1.52, -0.87)
C (5.67, 3.15, -0.84)
C (4.36, 3.23, -0.52)
N (3.75, 2.00, -0.29)
C (4.62, 1.02, -0.45)
H (6.35, 3.96, -1.06)
H (3.78, 4.14, -0.43)
H (4.36, -0.02, -0.34)

=====

Formula: C24H30N6O2
Source: the OMol25 dataset
Level of theory: ωB97M-V/def2-TZVPD

Results
**Energy relative to the best compared isomer or geometry (same formula, charge and spin)**: 27.1 kcal/mol
**Structure (SMILES)**: Cc1nn(C)c(C)c1CN(C(=O)CCc1nnc(Cc2c[nH]c3ccccc23)o1)C(C)C
**Kohn-Sham gap**: 0.3194 hartree

Atoms and positions in Å:
C (-4.87, 0.15, -1.42)
C (-3.44, 0.57, -1.49)
N (-3.08, 1.70, -2.06)
N (-1.76, 1.78, -1.96)
C (-1.06, 2.95, -2.41)
C (-1.23, 0.70, -1.34)
C (0.23, 0.54, -1.13)
C (-2.31, -0.12, -1.01)
C (-2.35, -1.43, -0.28)
N (-1.33, -1.59, 0.74)
C (-1.23, -0.78, 1.82)
O (-0.34, -0.90, 2.65)
C (-2.32, 0.28, 2.00)
C (-1.82, 1.43, 2.88)
C (-0.73, 2.13, 2.17)
N (-0.81, 2.85, 1.10)
N (0.46, 3.16, 0.74)
C (1.25, 2.62, 1.61)
C (2.72, 2.51, 1.59)
C (3.02, 1.10, 1.15)
C (2.79, -0.03, 1.89)
N (3.08, -1.13, 1.14)
C (3.48, -0.74, -0.10)
C (3.86, -1.49, -1.21)
C (4.20, -0.81, -2.36)
C (4.17, 0.59, -2.41)
C (3.80, 1.34, -1.32)
C (3.45, 0.67, -0.14)
O (0.55, 1.96, 2.56)
C (-0.52, -2.80, 0.73)
C (0.32, -2.97, -0.53)
C (-1.40, -4.03, 0.97)
H (-5.18, 0.02, -0.39)
H (-5.48, 0.91, -1.89)
H (-5.02, -0.80, -1.94)
H (-0.31, 2.70, -3.15)
H (-1.81, 3.61, -2.84)
H (-0.58, 3.44, -1.56)
H (0.68, -0.03, -1.95)
H (0.71, 1.52, -1.10)
H (0.43, 0.03, -0.20)
H (-2.21, -2.24, -1.00)
H (-3.35, -1.56, 0.16)
H (-2.64, 0.69, 1.04)
H (-3.17, -0.21, 2.48)
H (-2.64, 2.13, 3.07)
H (-1.43, 1.05, 3.82)
H (3.13, 3.23, 0.88)
H (3.13, 2.70, 2.58)
H (2.42, -0.12, 2.89)
H (2.99, -2.08, 1.46)
H (3.88, -2.57, -1.17)
H (4.49, -1.36, -3.24)
H (4.44, 1.08, -3.33)
H (3.78, 2.41, -1.37)
H (0.16, -2.69, 1.59)
H (-0.30, -3.05, -1.42)
H (1.00, -2.13, -0.66)
H (0.91, -3.88, -0.45)
H (-0.77, -4.91, 1.11)
H (-2.00, -3.89, 1.87)
H (-2.06, -4.22, 0.13)

=====

The following lowest unoccupied orbital energy values (in eV) correspond, in order, to the records above: 0.72, -0.16, 0.16, 0.28, -7.10, 0.67.
The following highest occupied orbital energy values (in Eh) correspond, in order, to the records above: -0.3186, -0.2929, -0.2816, -0.3209, -0.5201, -0.2946.
The following molecular weight values (in g mol⁻¹) correspond, in order, to the records above: 410.514, 442.512, 422.529, 454.527, 717.069, 434.544.